Entry 1:
C16H24F6Na2O12P as an isolated structure in a non-equilibrium geometry, computed with ωB97M-V/def2-TZVPD.

The relative energy (zero: lowest compared OMol25 entry of this formula, charge and spin) is 1884.9 kJ/mol. The LUMO energy comes out at -0.1617 Ha. The value obtained for the orbital gap is 8.180 eV. As for the molecular weight: 599.3 g/mol. Its highest occupied orbital energy is -12.58 eV.

The geometry in ORCA input format:
```
! wB97M-V def2-TZVPD RIJCOSX def2/J DEFGRID3
* xyz 1 1
Na -0.19 -1.78 1.79
Na -1.37 1.53 -1.71
P -0.21 0.18 0.22
F -1.25 -0.60 1.26
F 0.78 0.69 1.38
F 0.40 -1.40 0.14
F 0.72 0.76 -0.94
F -1.18 -0.17 -1.06
F -1.31 1.45 0.35
C -4.01 0.41 1.50
C -3.38 -0.77 0.72
C -4.27 -2.06 0.66
O -4.47 -2.36 -0.71
C -3.86 -1.40 -1.48
O -3.91 -1.38 -2.68
O -3.19 -0.50 -0.69
H -4.28 0.17 2.52
H -4.89 0.83 1.02
H -3.26 1.21 1.50
H -2.37 -1.03 1.03
H -5.22 -1.82 1.15
H -3.82 -2.85 1.27
C -2.02 -2.61 -1.46
C -0.84 -2.86 -2.44
C 0.45 -2.14 -2.25
O 1.40 -3.17 -2.37
C 0.83 -4.39 -2.25
O 1.32 -5.49 -2.14
O -0.50 -4.17 -2.20
H -2.35 -1.57 -1.52
H -1.61 -2.75 -0.46
H -2.85 -3.30 -1.61
H -1.09 -2.83 -3.50
H 0.41 -1.53 -1.35
H 0.58 -1.42 -3.07
C 2.90 -1.55 -0.27
C 3.66 -0.29 -0.45
C 2.77 0.96 -0.33
O 3.41 1.84 0.61
C 4.30 1.15 1.29
O 4.97 1.64 2.17
O 4.42 -0.13 0.67
H 2.31 -1.83 -1.14
H 2.25 -1.48 0.60
H 3.56 -2.40 -0.09
H 4.23 -0.26 -1.38
H 1.90 0.58 0.21
H 2.49 1.42 -1.28
C 1.15 2.49 0.56
C 1.83 3.50 1.34
C 1.22 4.90 1.07
O 0.94 5.29 2.35
C 1.34 4.54 3.29
O 1.26 4.84 4.48
O 1.82 3.46 2.80
H 1.22 2.77 -0.49
H 0.09 2.31 0.76
H 1.57 1.50 0.76
H 2.82 3.55 0.90
H 0.41 4.82 0.35
H 1.97 5.54 0.62
*
```



Entry 2:
C2H3NO3S as an isolated structure in a non-equilibrium geometry, computed with ωB97M-V/def2-TZVPD.

The relative energy (zero: lowest compared OMol25 entry of this formula, charge and spin) is 165.2 kJ/mol. The LUMO energy comes out at 0.0154 Ha. The value obtained for the orbital gap is 10.828 eV. As for the molecular weight: 121.1 g/mol. Its highest occupied orbital energy is -10.41 eV.

The geometry in ORCA input format:
```
! wB97M-V def2-TZVPD RIJCOSX def2/J DEFGRID3
* xyz 0 1
C -0.97 0.10 -0.62
C 0.47 -0.63 -0.05
N -0.83 1.33 -0.12
O -1.76 -0.48 -1.29
O 1.72 1.66 -0.13
O 0.82 1.28 2.11
S 0.75 1.08 0.70
H 0.12 -1.35 0.65
H 1.06 -0.82 -0.90
H -1.51 2.07 0.17
*
```



Entry 3:
One molecule with the formula C3H6N2O3 in a non-equilibrium geometry, computed with ωB97M-V/def2-TZVPD.

The relative energy (zero: lowest compared OMol25 entry of this formula, charge and spin) is 323.4 kJ/mol. The LUMO energy comes out at 0.0291 Ha. The value obtained for the orbital gap is 9.082 eV. Its SMILES is NN=C1OCOCO1. As for the molecular weight: 118.1 g/mol. Its highest occupied orbital energy is -8.29 eV.

The geometry in ORCA input format:
```
! wB97M-V def2-TZVPD RIJCOSX def2/J DEFGRID3
* xyz 0 1
N -2.70 0.31 -0.03
N -1.80 -0.70 0.05
C -0.58 -0.35 -0.04
O 0.39 -1.27 -0.25
C 1.62 -0.90 0.30
O 2.05 0.31 -0.28
C 1.14 1.29 0.17
O -0.22 0.95 -0.19
H -2.25 1.24 0.12
H -3.50 0.14 0.57
H 1.56 -0.79 1.36
H 2.33 -1.66 0.05
H 1.24 1.45 1.26
H 1.36 2.21 -0.31
*
```



Entry 4:
C34H35FKN12O2SSi as an isolated structure in a non-equilibrium geometry, computed with ωB97M-V/def2-TZVPD.

The relative energy (zero: lowest compared OMol25 entry of this formula, charge and spin) is 89.4 kJ/mol. The LUMO energy comes out at 0.0492 Ha. The value obtained for the orbital gap is 5.096 eV. As for the molecular weight: 762.0 g/mol. Its highest occupied orbital energy is -3.76 eV.

The geometry in ORCA input format:
```
! wB97M-V def2-TZVPD RIJCOSX def2/J DEFGRID3
* xyz -1 1
K 0.19 -1.04 0.18
C 1.21 -3.13 -4.02
Si -0.32 -2.69 -3.01
C -1.82 -3.02 -4.11
C -0.41 -3.91 -1.59
N -0.26 -1.14 -2.35
C -0.03 0.04 -2.94
C -0.04 0.31 -4.34
C 0.19 1.57 -4.87
C 0.44 2.67 -4.06
C 0.46 2.46 -2.68
C 0.24 1.21 -2.18
F 0.25 1.08 -0.81
H 1.17 -4.17 -4.36
H 2.10 -3.01 -3.41
H 1.31 -2.49 -4.90
H -1.86 -4.07 -4.41
H -1.79 -2.42 -5.01
H -2.73 -2.78 -3.57
H -0.58 -4.93 -1.94
H -1.22 -3.67 -0.90
H 0.53 -3.93 -1.03
H -0.24 -0.52 -5.00
H 0.17 1.69 -5.95
H 0.61 3.65 -4.48
H 0.64 3.27 -1.99
S 4.72 6.13 3.69
N 5.26 4.93 2.76
C 4.27 4.06 2.62
C 4.31 2.83 1.85
C 5.43 2.45 1.11
C 5.36 1.29 0.37
C 4.18 0.55 0.40
N 3.11 0.90 1.10
C 3.17 2.02 1.82
C 1.95 2.41 2.56
N 0.90 1.59 2.49
C -0.22 1.94 3.10
C -0.36 3.12 3.82
C 0.71 3.97 3.92
C 1.90 3.62 3.27
C 3.09 4.45 3.31
N 3.22 5.60 3.96
H 6.32 3.07 1.12
H 6.20 0.95 -0.23
H 4.08 -0.35 -0.19
H -1.05 1.24 2.99
H -1.31 3.36 4.29
H 0.67 4.90 4.47
C -2.83 1.76 0.84
N -2.38 0.45 1.31
C -2.98 -0.59 0.87
C -2.65 -1.95 1.24
C -3.38 -3.07 0.82
C -2.79 -4.17 1.45
C -1.74 -3.64 2.21
N -1.64 -2.30 2.09
C -3.53 1.85 -0.50
C -2.94 1.29 -1.64
C -3.54 1.41 -2.88
C -4.75 2.09 -3.01
C -5.35 2.63 -1.88
C -4.74 2.51 -0.64
H -1.94 2.40 0.79
H -3.47 2.21 1.61
H -3.80 -0.51 0.15
H -4.22 -3.07 0.14
H -3.06 -5.21 1.36
H -1.04 -4.19 2.82
H -2.02 0.73 -1.55
H -3.05 0.98 -3.74
H -5.22 2.18 -3.98
H -6.29 3.15 -1.97
H -5.21 2.94 0.24
N 0.49 -1.15 3.82
N 1.09 -2.42 3.86
C 1.67 -3.02 2.81
N 2.07 -4.30 2.95
N 1.82 -2.23 1.74
N 2.39 -2.71 0.61
O 2.85 -3.84 0.51
O 2.39 -1.93 -0.32
H 1.13 -0.53 3.33
H -0.37 -1.27 3.23
H 0.88 -2.97 4.68
H 1.66 -4.84 3.69
H 2.37 -4.76 2.10
*
```